Molecular formula: C38H95N9O24
Method: DFT, the ωB97M-V functional and the def2-TZVPD basis

Computed properties:
Frontier orbital gap: 0.030 Ha
Multiplicity: 1
HOMO: -8.6 eV
DFT total energy: -103457.5587 eV
E_LUMO: -7.79 eV
Net charge: +4

Cartesian coordinates (Å):
C1 4.0775 8.1408 17.7152
N1 4.6020 7.7964 19.1701
C2 4.4009 9.0318 19.9844
C3 3.8305 6.5913 19.6928
C4 6.0755 7.5101 19.0832
C5 6.3960 6.1928 18.3185
O1 6.1103 6.1828 16.9662
H1 4.6181 8.9733 17.2398
H2 2.9833 8.4085 17.7555
H3 4.1482 7.2224 17.2046
H4 4.6622 8.9423 21.0645
H5 3.3232 9.2963 19.9390
H6 5.0259 9.8590 19.5524
H7 2.9606 6.9046 20.2445
H8 4.5279 5.9874 20.2970
H9 3.5250 6.1331 18.7596
H10 6.3477 7.4615 20.1354
H11 6.4388 8.4578 18.6718
H12 5.8223 5.4053 18.8260
H13 7.4792 5.9689 18.5228
H14 6.9480 6.0287 16.5208
C6 15.6891 21.2636 22.6373
N2 16.5614 21.6955 21.4243
C7 17.2590 23.0322 21.7699
C8 17.6726 20.7570 21.1486
C9 15.6454 21.9883 20.1726
C10 14.8565 20.8341 19.6450
O2 13.9459 20.4334 20.5529
H15 15.3045 20.2781 22.4389
H16 14.9172 22.0411 22.8188
H17 16.4308 21.3188 23.4569
H18 17.8698 23.3366 20.9306
H19 17.8531 22.9747 22.7091
H20 16.4282 23.7400 21.9187
H21 18.3949 20.8376 21.9507
H22 18.1408 20.9633 20.2013
H23 17.2249 19.8244 21.0831
H24 16.4840 22.3787 19.5616
H25 15.0305 22.8066 20.4706
H26 15.5772 20.0867 19.3803
H27 14.4296 21.2797 18.7837
H28 13.0990 20.3873 20.1323
C11 18.5062 8.9247 6.0749
N3 17.1940 8.7019 6.7372
C12 16.0564 8.7837 5.8828
C13 17.3028 7.3040 7.2980
C14 17.0695 9.6384 8.0149
C15 17.4705 11.0363 7.6463
O3 16.6787 11.6357 6.6589
H29 18.6632 8.1928 5.3108
H30 19.3047 8.8334 6.7805
H31 18.4891 9.9012 5.6380
H32 16.0128 7.9210 5.1468
H33 16.0056 9.6284 5.2734
H34 15.1120 8.6605 6.4688
H35 18.2162 7.2272 7.8948
H36 17.3295 6.5494 6.5086
H37 16.5402 7.1821 8.0254
H38 17.7177 9.2048 8.7883
H39 16.0444 9.5033 8.3740
H40 18.5065 11.2210 7.3810
H41 17.3656 11.5908 8.5887
H42 15.8266 11.7515 7.0244
C16 20.7503 21.5634 18.2864
C17 19.4822 21.3087 17.6253
O4 18.4094 21.0253 17.3020
N4 18.1095 22.8306 12.3386
H43 17.2518 23.0767 11.8587
H44 11.6672 18.0346 7.7722
C18 19.2326 23.1239 11.7918
H45 21.1332 22.4864 17.9248
H46 21.3791 20.7106 17.9134
H47 20.6670 21.5495 19.3986
H48 19.7079 23.8275 10.9227
H49 2.1169 21.0781 21.5029
H50 19.9746 22.6903 12.3644
C19 16.0363 11.6228 11.9183
C20 15.1472 12.3405 12.9361
O5 15.2912 12.2212 14.1762
N5 14.2624 13.0925 12.2886
H51 20.3219 11.4278 13.6347
H52 14.4116 13.0589 11.2919
C21 13.0633 13.7753 12.8877
H53 16.9252 12.2689 11.7605
H54 15.4739 11.4992 10.9403
H55 16.3596 10.6244 12.2605
H56 12.9946 13.6336 13.9528
H57 12.1284 13.4457 12.4751
H58 13.2462 14.8717 12.7889
C22 17.0405 10.7529 19.7097
C23 17.9778 11.7818 18.9300
O6 18.1955 12.8706 19.3433
N6 18.1872 11.4044 17.4324
H59 19.0261 11.9832 17.2975
H60 18.4317 10.4482 17.3673
C24 17.2063 11.8280 16.4026
H61 15.9432 11.0795 19.5594
H62 17.3327 10.6814 20.7686
H63 17.1673 9.7381 19.2448
H64 17.2167 12.9408 16.3885
H65 16.2050 11.4269 16.5739
H66 17.5310 11.4555 15.4383
C25 12.8074 8.7233 11.8240
C26 13.2297 8.8636 10.4054
O7 14.4161 9.1740 10.0866
N7 12.3232 8.6075 9.4346
H67 14.4396 8.5846 17.2836
H68 12.6568 8.8314 8.5332
C27 11.0468 7.9395 9.7265
H69 11.7850 9.0580 11.9235
H70 13.5429 9.3064 12.4205
H71 12.8831 7.6868 11.9884
H72 11.0309 6.8436 9.7979
H73 10.4303 8.2193 8.8504
H74 10.4750 8.3486 10.5306
C28 13.5386 14.8127 5.0905
C29 15.0155 14.5950 5.1721
O8 15.8750 14.2933 4.4083
N8 15.3901 14.9807 6.6779
H75 14.7638 15.7589 6.9420
H76 15.2750 14.1625 7.2878
C30 16.7869 15.4516 6.8276
H77 12.9912 14.3142 5.8819
H78 13.1032 14.5524 4.1371
H79 13.5531 15.9267 5.2080
H80 16.9550 16.2819 6.0836
H81 17.4293 14.5846 6.5575
H82 17.0511 15.6910 7.8144
C31 24.0380 13.3812 23.0466
C32 23.5673 14.3564 22.0505
O9 22.5364 14.1890 21.4133
N9 24.2887 15.4908 21.8908
H83 25.2882 15.5400 22.1182
H84 21.6590 13.1708 20.2863
C33 23.9319 16.5170 20.9235
H85 25.0572 13.5998 23.4173
H86 23.7830 12.3089 22.9217
H87 23.4111 13.5889 23.9263
H88 23.0777 17.1133 21.2410
H89 23.6459 15.9740 19.9697
H90 24.8345 17.0766 20.7252
O10 21.2502 9.2528 15.6104
C34 20.4983 10.1355 15.0408
O11 20.9161 10.7481 13.9564
O12 19.3545 10.2249 15.3814
H91 21.9863 9.0637 15.0432
O13 12.3895 15.4326 9.3529
C35 12.5711 16.4433 8.5224
O14 13.6115 16.6991 7.9891
O15 11.4273 17.2397 8.3826
H92 13.3056 15.1047 9.4264
O16 21.5089 10.9119 20.8736
C36 20.9296 11.4454 19.7906
O17 20.2182 10.8693 18.9928
O18 21.1216 12.7341 19.5918
H93 21.5499 9.8986 20.9012
O19 13.4425 10.8024 15.4627
C37 13.2859 9.9256 16.4411
O20 14.5011 9.3183 16.5800
O21 12.3596 9.8585 17.2155
H94 14.2840 10.9108 14.9961
O22 13.1861 12.0476 9.7508
C38 14.1177 12.4497 8.8397
O23 14.4523 11.5859 8.0088
O24 14.5590 13.5778 8.9535
H95 13.0636 11.1068 9.5493